{"formula": "C32H50F18O16", "method": "ωB97M-V/def2-TZVPD", "lumo_ev": 0.21, "smiles": "CCOC(=O)C(F)(F)F.CCOC(=O)C(F)(F)F.CCOC(=O)C(F)(F)F.CCOC(=O)C(F)(F)F.CCOC(=O)C(F)(F)F.CCOC(=O)C(F)(F)F.COCCOC.COCCOC", "gap_ha": 0.369, "max_force_ev_per_a": 1.31, "e_homo_ha": -0.362, "species": ["C", "C", "O", "C", "O", "C", "F", "F", "F", "H", "H", "H", "H", "H", "C", "C", "O", "C", "O", "C", "F", "F", "F", "H", "H", "H", "H", "H", "C", "C", "O", "C", "O", "C", "F", "F", "F", "H", "H", "H", "H", "H", "C", "C", "O", "C", "O", "C", "F", "F", "F", "H", "H", "H", "H", "H", "C", "C", "O", "C", "O", "C", "F", "F", "F", "H", "H", "H", "H", "H", "C", "C", "O", "C", "O", "C", "F", "F", "F", "H", "H", "H", "H", "H", "C", "O", "C", "C", "O", "C", "H", "H", "H", "H", "H", "H", "H", "H", "H", "H", "C", "O", "C", "C", "O", "C", "H", "H", "H", "H", "H", "H", "H", "H", "H", "H"], "positions_angstrom": [[-23.996319, -1.784603, -5.627911], [-24.902195, -2.899405, -6.106688], [-25.665718, -2.511849, -7.264651], [-26.807272, -1.889689, -7.051663], [-27.284230, -1.587580, -5.999446], [-27.507045, -1.580635, -8.390924], [-27.063472, -2.330598, -9.394369], [-28.826531, -1.775501, -8.272151], [-27.293869, -0.286226, -8.693252], [-23.295016, -2.186942, -4.903105], [-24.608452, -0.963569, -5.257335], [-23.424663, -1.368142, -6.461911], [-25.555813, -3.190433, -5.283079], [-24.358986, -3.782546, -6.432567], [-33.934791, -8.048470, -6.830086], [-34.628165, -9.372325, -6.599662], [-33.734936, -10.254330, -5.907009], [-34.255265, -11.398683, -5.500275], [-35.307804, -11.860942, -5.816784], [-33.337591, -12.120515, -4.490638], [-33.878565, -12.041735, -3.269834], [-33.234587, -13.412466, -4.818916], [-32.115896, -11.595589, -4.440534], [-33.629810, -7.550318, -5.909905], [-34.619609, -7.364798, -7.329882], [-33.050220, -8.224574, -7.442929], [-34.903569, -9.802659, -7.564635], [-35.550536, -9.255834, -6.028282], [-30.255677, 0.734835, -7.011649], [-30.297055, 1.281822, -8.411267], [-29.722531, 2.610021, -8.365818], [-29.400785, 3.138257, -9.524718], [-29.705507, 2.730892, -10.609056], [-28.542790, 4.410030, -9.365865], [-28.240603, 4.666738, -8.084985], [-27.413581, 4.280376, -10.052608], [-29.211255, 5.461755, -9.847924], [-30.854810, -0.165734, -6.890559], [-30.550213, 1.493175, -6.289138], [-29.237599, 0.441041, -6.738757], [-31.318670, 1.339569, -8.793991], [-29.731394, 0.695627, -9.134282], [-29.392810, -6.751702, -10.313412], [-28.911136, -5.412947, -9.753085], [-27.480854, -5.314592, -9.759308], [-26.860208, -5.906993, -8.773173], [-27.350288, -6.541740, -7.882649], [-25.330296, -5.755765, -8.888178], [-24.987443, -4.536712, -9.293066], [-24.765253, -5.981026, -7.703837], [-24.845276, -6.653589, -9.757378], [-28.576261, -7.269802, -10.815993], [-30.213328, -6.642471, -11.019393], [-29.752234, -7.393004, -9.507843], [-29.283880, -5.287985, -8.737146], [-29.283550, -4.588199, -10.353163], [-24.802809, -8.890597, -4.061081], [-25.908209, -9.115442, -5.056386], [-27.092611, -9.667261, -4.448144], [-27.166404, -10.984005, -4.388125], [-26.312004, -11.771042, -4.657217], [-28.583778, -11.416003, -3.965130], [-28.628342, -12.652154, -3.517602], [-29.079097, -10.598673, -3.018362], [-29.374050, -11.315648, -5.052967], [-23.924507, -8.547652, -4.619153], [-24.539019, -9.786016, -3.504444], [-24.998226, -8.078103, -3.358500], [-25.585678, -9.799112, -5.843173], [-26.179536, -8.191561, -5.565047], [-33.588403, -6.560069, -2.975497], [-34.737245, -5.990310, -2.181164], [-35.770595, -5.561310, -3.087196], [-36.830025, -5.013518, -2.523338], [-36.968701, -4.758956, -1.365352], [-37.943021, -4.741065, -3.560246], [-38.488191, -3.543815, -3.348017], [-37.499395, -4.793089, -4.818796], [-38.902650, -5.673232, -3.419307], [-33.849864, -7.367073, -3.651793], [-32.929075, -7.001462, -2.214486], [-32.945257, -5.813490, -3.434652], [-34.412517, -5.169242, -1.546686], [-35.157054, -6.783880, -1.561058], [-31.747661, -3.326279, -7.486165], [-31.693747, -4.629999, -6.941483], [-30.598392, -4.803825, -6.076916], [-30.255791, -6.272706, -5.941212], [-31.105736, -6.999134, -5.084886], [-30.697852, -8.370812, -5.061216], [-32.700537, -3.239486, -8.003014], [-30.912538, -3.156008, -8.175003], [-31.720500, -2.552079, -6.713928], [-30.817223, -4.394814, -5.078402], [-29.704962, -4.314936, -6.489575], [-29.208711, -6.354859, -5.613074], [-30.292921, -6.690128, -6.962155], [-31.591742, -8.980242, -4.946239], [-30.036019, -8.520802, -4.205011], [-30.175225, -8.617834, -5.986700], [-34.129977, -3.025221, -5.214271], [-33.254254, -1.941728, -5.112660], [-32.640853, -1.852137, -3.857921], [-31.605660, -0.751343, -3.906837], [-32.078349, 0.462297, -4.421472], [-32.920212, 1.170360, -3.515829], [-33.686262, -3.978651, -4.885020], [-34.385691, -3.212021, -6.252848], [-34.998493, -2.861944, -4.566897], [-32.165198, -2.797518, -3.564146], [-33.420749, -1.616877, -3.111067], [-30.784380, -1.063671, -4.560331], [-31.162289, -0.584595, -2.914103], [-33.446460, 1.920117, -4.100471], [-32.293415, 1.631180, -2.746188], [-33.679336, 0.530112, -3.058492]], "forces_ev_per_angstrom": [[-0.155, 0.188, -0.915], [0.340, -0.202, 0.536], [-0.086, -0.025, -0.091], [0.089, -0.247, 0.037], [-0.179, 0.118, 0.109], [-0.007, 0.295, -0.014], [-0.059, 0.072, 0.000], [0.154, 0.030, -0.045], [-0.106, -0.235, -0.038], [-0.081, 0.204, 0.282], [0.159, -0.080, 0.440], [0.081, -0.204, 0.020], [-0.269, -0.018, -0.251], [0.113, 0.093, -0.056], [0.114, -0.155, 0.224], [-0.496, 0.570, -0.590], [0.203, 0.109, 0.428], [0.055, -0.057, -0.108], [-0.236, -0.036, 0.030], [0.015, -0.234, -0.164], [-0.025, 0.041, 0.038], [0.026, 0.160, 0.060], [0.083, -0.017, 0.035], [0.096, -0.164, 0.035], [0.036, -0.081, -0.212], [0.002, 0.263, -0.046], [0.042, -0.222, 0.121], [0.091, -0.120, 0.141], [0.785, -0.098, 0.322], [-0.467, -0.217, -0.201], [0.268, -0.084, 0.229], [-0.203, -0.125, -0.264], [0.142, 0.027, -0.024], [-0.289, 0.146, 0.431], [0.049, -0.027, -0.261], [0.216, -0.028, -0.072], [-0.011, 0.069, -0.055], [-0.288, 0.171, -0.114], [-0.339, -0.124, -0.044], [0.017, 0.106, -0.092], [0.041, 0.223, 0.051], [0.069, -0.025, 0.080], [0.023, -0.203, 0.299], [-0.994, -0.312, -0.143], [0.225, 0.393, -0.283], [0.104, -0.422, 0.286], [-0.116, 0.000, 0.182], [-0.055, 0.062, -0.172], [0.132, 0.010, -0.095], [0.087, -0.033, 0.126], [-0.052, 0.075, 0.013], [-0.019, 0.034, -0.071], [0.050, 0.183, -0.047], [0.123, -0.049, -0.033], [0.148, 0.110, 0.048], [0.326, 0.121, -0.059], [0.489, 0.515, 0.031], [0.448, -0.179, -0.447], [-0.374, 0.395, -0.095], [0.123, -0.065, 0.167], [0.162, -0.212, -0.088], [-0.258, 0.698, -0.072], [0.097, -0.232, 0.019], [0.033, -0.221, -0.120], [0.006, -0.085, 0.152], [0.004, -0.247, 0.017], [-0.022, -0.098, -0.072], [-0.352, -0.154, 0.038], [0.032, -0.111, 0.142], [-0.391, 0.026, 0.276], [0.799, 0.020, 1.033], [0.221, -0.662, -0.216], [-0.097, 0.098, -0.284], [0.137, 0.085, -0.039], [-0.161, 0.040, 0.142], [-0.145, -0.142, -0.001], [0.051, -0.076, -0.041], [-0.048, 0.067, 0.082], [0.147, 0.157, -0.034], [-0.197, 0.156, -0.191], [-0.059, -0.123, -0.149], [-0.326, 0.053, -0.456], [-0.155, 0.116, -0.005], [-0.121, 0.197, 0.153], [0.009, 0.110, 0.087], [-0.057, -0.071, -0.042], [-0.032, -0.455, 0.419], [0.296, 0.147, -0.480], [0.020, 0.082, -0.380], [-0.219, 0.525, 0.401], [0.066, 0.016, -0.170], [-0.077, -0.050, -0.098], [0.008, -0.102, 0.023], [0.087, 0.193, -0.121], [-0.035, 0.138, 0.084], [-0.068, 0.004, 0.099], [0.010, -0.087, 0.137], [0.060, -0.102, -0.041], [0.094, -0.164, -0.120], [-0.052, -0.231, 0.015], [-0.086, -0.835, 0.521], [0.455, -0.062, -0.488], [-0.579, 0.411, 0.427], [0.653, -0.022, 0.015], [-0.536, 0.211, 0.055], [0.290, -0.236, -0.360], [0.249, 0.207, 0.101], [-0.300, 0.452, -0.051], [-0.277, 0.006, -0.297], [0.031, -0.013, -0.025], [0.192, -0.174, 0.054], [-0.091, 0.046, -0.052], [-0.116, -0.206, 0.078], [0.115, 0.165, 0.060], [-0.216, 0.090, 0.112], [0.096, -0.036, 0.052]]}